Record 1
DFT (ωB97M-V with the def2-TZVPD basis set) results for the molecule C4H6S2 in a non-equilibrium geometry.

Geometry as XYZ:
```
12
Properties=species:S:1:pos:R:3:forces:R:3
H -1.57241 0.94981 -0.49123 0.239 2.375 -0.021
H -1.13932 -1.74938 0.67585 0.317 2.044 -0.915
H 1.71430 0.29558 1.29152 0.116 -1.175 -0.855
S -2.97083 -0.93297 -0.25350 -5.935 -0.454 -1.948
H -0.59000 0.68300 1.14810 -0.872 1.146 0.073
C -1.52988 -0.77563 0.14438 5.711 -2.993 2.922
H 0.91212 1.67687 -0.67223 -0.079 -1.975 -0.016
C -0.78653 0.51346 0.08470 1.705 -1.662 0.901
H 0.48167 0.00482 -1.40524 0.466 -0.266 -2.509
S 3.11511 -1.06176 -0.22500 -3.920 1.987 0.919
C 1.70219 -0.15629 0.24583 3.737 0.323 0.909
C 0.66357 0.55250 -0.54318 -1.484 0.650 0.542
```
Positions in Å, forces in eV/Å.

Computed properties:
LUMO level   -1.0 eV
Total charge   0
Kohn-Sham gap   7.89 eV
2S+1   1
Relative energy (zero: lowest compared OMol25 entry of this formula, charge and spin)   2.947 eV

These are the natural (NBO) partial charges, in e, on atoms 1 to 6: H 0.247; H 0.208; H 0.179; S 0.143; H 0.228; C -0.346

=====

Record 2
DFT (ωB97M-V with the def2-TZVPD basis set) results for the molecule C4H6S2 in a non-equilibrium geometry.

Geometry as XYZ:
```
12
Properties=species:S:1:pos:R:3:forces:R:3
H 1.24886 -0.43311 -0.60935 -0.834 -1.381 -1.931
C -1.32565 -0.41102 -0.06186 0.976 -0.160 -0.319
H 0.40918 0.82109 1.88983 0.759 -0.672 0.150
H -1.54712 -2.10843 -1.24677 -0.371 0.373 0.174
C 1.67696 0.17937 0.09205 1.119 2.292 4.031
H -1.90514 -0.55093 -2.16054 0.263 0.102 0.751
C -1.62447 -1.01535 -1.20021 -0.335 -0.481 -1.039
S -1.00342 1.32686 0.13637 0.374 -0.329 -0.118
H -0.99313 -1.09804 0.71649 -0.176 0.479 0.393
H 1.12709 2.07497 0.98214 0.479 1.185 -0.057
C 0.69745 1.11688 0.88588 -0.973 -1.391 -1.253
S 3.23940 0.09771 0.57596 -1.281 -0.017 -0.782
```
Positions in Å, forces in eV/Å.

Computed properties:
LUMO level   -0.6 eV
Total charge   0
Kohn-Sham gap   8.05 eV
2S+1   1
Relative energy (zero: lowest compared OMol25 entry of this formula, charge and spin)   1.699 eV

These are the natural (NBO) partial charges, in e, on atoms 1 to 6: H 0.191; C -0.378; H 0.244; H 0.202; C -0.233; H 0.207

=====

Record 3
DFT (ωB97M-V with the def2-TZVPD basis set) results for the molecule C4H6S2 in a non-equilibrium geometry.

Geometry as XYZ:
```
12
Properties=species:S:1:pos:R:3:forces:R:3
H 1.82840 -0.47450 1.58558 0.882 -0.202 -0.308
H 1.89719 0.93968 2.60848 0.603 -0.158 -0.824
C 0.65588 1.13148 0.86664 1.266 -1.353 0.205
H 0.14194 1.88536 -1.11837 0.862 -0.832 -0.352
C -0.46684 -0.21456 -0.58246 1.675 1.060 -1.419
H 0.49649 2.11688 1.24882 -0.743 0.552 0.056
C 1.96304 0.60246 1.54338 -0.911 1.007 0.103
H 1.59406 0.51272 -1.09409 -1.535 1.333 0.184
H 2.88211 0.99550 0.99563 -1.116 -0.718 0.928
S -0.84988 -1.15842 -1.84009 -0.414 0.036 0.784
C 0.62392 0.97828 -0.68852 -1.286 -1.979 1.577
S -0.74363 -0.15168 1.14882 0.716 1.254 -0.935
```
Positions in Å, forces in eV/Å.

Computed properties:
LUMO level   0.0 eV
Total charge   0
Kohn-Sham gap   8.50 eV
2S+1   1
Relative energy (zero: lowest compared OMol25 entry of this formula, charge and spin)   0.966 eV

These are the natural (NBO) partial charges, in e, on atoms 1 to 6: H 0.222; H 0.216; C -0.252; H 0.245; C -0.293; H 0.211

=====

Record 4
DFT (ωB97M-V with the def2-TZVPD basis set) results for a structure of composition C4H7AlLiO2 in a non-equilibrium geometry.

Geometry as XYZ:
```
15
Properties=species:S:1:pos:R:3:forces:R:3
H 0.70571 -1.40841 0.63980 0.063 0.040 -0.265
H 2.05998 1.11981 -0.49802 0.142 -0.300 0.060
O -2.31973 -0.28001 -0.96108 -0.092 0.117 0.295
H -0.38279 1.34053 -0.31447 0.012 -0.223 0.135
C -0.42012 0.45437 0.33712 -0.162 1.052 0.374
C 2.00789 0.08499 -0.10836 -2.353 0.630 -0.557
Li -3.69575 0.49323 -1.74632 -0.639 0.033 -0.707
H -2.72557 0.73440 0.67726 2.073 -2.129 -0.285
Al 4.47801 -0.12130 0.34464 14.279 2.966 1.075
H -1.81407 -1.11088 0.85192 -0.927 0.628 0.061
C -1.81169 -0.16441 0.26449 -0.331 0.855 0.446
O 3.03840 -0.47177 0.25513 -12.262 -3.374 -0.671
H -0.26403 0.80489 1.36972 0.000 -0.121 -0.285
H 0.46862 -0.92336 -1.06603 0.222 -0.037 0.045
C 0.67514 -0.55207 -0.04580 -0.025 -0.136 0.277
```
Positions in Å, forces in eV/Å.

Computed properties:
<S²>   0.757
LUMO level (alpha / beta)   -9.1 / -10.9 eV
Total charge   +2
Kohn-Sham gap (alpha / beta)   6.16 / 4.36 eV
2S+1   2
Relative energy (zero: lowest compared OMol25 entry of this formula, charge and spin)   0.000 eV

These are the natural (NBO) partial charges, in e, on atoms 1 to 6: H 0.277; H 0.206; O -0.492; H 0.236; C -0.453; C 0.634

=====

Record 5
DFT (ωB97M-V with the def2-TZVPD basis set) results for a structure of composition C4H7AlN in a non-equilibrium geometry.

Geometry as XYZ:
```
13
Properties=species:S:1:pos:R:3:forces:R:3
H -0.63366 1.59649 -0.68729 0.871 -0.569 0.034
C 0.95367 -1.13374 -0.65139 -0.206 0.240 -0.053
H 0.11687 2.07709 0.88327 -0.209 0.612 -0.150
H -1.59422 -0.56822 0.11570 0.301 -0.320 -0.099
N 1.32843 -1.56679 -1.67825 -0.145 0.074 0.756
C 0.52957 -0.62928 0.62401 2.358 0.669 -2.474
H -1.34861 -0.11372 1.73724 -0.098 0.567 0.049
Al 2.17515 -1.54106 -4.56535 0.119 -0.085 -0.292
C -0.71059 1.50924 0.41678 0.778 0.171 -0.379
H -1.65554 1.99373 0.76591 -0.088 -0.382 1.167
C -0.89470 0.01567 0.73614 -2.571 -1.038 0.615
H 1.36310 -0.06373 1.05840 -0.121 -0.019 0.241
H 0.37054 -1.57568 1.24483 -0.989 0.081 0.586
```
Positions in Å, forces in eV/Å.

Computed properties:
LUMO level   -20.2 eV
Total charge   +3
Kohn-Sham gap   3.08 eV
2S+1   1
Relative energy (zero: lowest compared OMol25 entry of this formula, charge and spin)   0.621 eV

These are the natural (NBO) partial charges, in e, on atoms 1 to 6: H 0.317; C 0.403; H 0.358; H 0.345; N -0.092; C -0.451

=====

Record 6
DFT (ωB97M-V with the def2-TZVPD basis set) results for the molecule C4H7BO2S in a non-equilibrium geometry.

Geometry as XYZ:
```
15
Properties=species:S:1:pos:R:3:forces:R:3
H -2.58907 -0.94329 -4.00174 0.117 0.057 1.267
C 0.10487 -0.95357 0.02911 1.835 -0.253 -0.110
H 1.45406 1.08644 2.37967 -1.333 0.083 1.400
O -2.83649 -0.14124 -1.25596 -1.341 1.365 -2.511
H 2.46884 1.04228 1.22827 -0.404 -1.120 -0.614
H -3.40016 0.35744 -1.98372 1.590 -1.489 2.415
C -1.02553 -1.83623 -0.91811 0.573 3.807 1.227
O -2.12010 -1.30679 -3.23086 0.699 -0.706 -0.780
B -2.03406 -1.06560 -1.89782 -0.498 0.687 0.125
S -1.27221 -3.34511 -0.49226 0.200 -0.677 0.000
H -0.00896 1.19107 0.29052 0.221 -0.475 0.534
H 1.95834 -0.57334 1.89739 0.102 0.273 0.204
C 0.55090 0.29115 0.61073 -4.440 -3.067 -3.935
C 1.59834 0.40592 1.58049 3.089 0.428 -0.304
H 0.81141 -1.83092 0.08530 -0.410 1.086 1.083
```
Positions in Å, forces in eV/Å.

Computed properties:
LUMO level   -0.4 eV
Total charge   0
Kohn-Sham gap   8.11 eV
2S+1   1
Relative energy (zero: lowest compared OMol25 entry of this formula, charge and spin)   3.243 eV

These are the natural (NBO) partial charges, in e, on atoms 1 to 6: H 0.524; C -0.254; H 0.236; O -0.878; H 0.225; H 0.486

=====

Record 7
DFT (ωB97M-V with the def2-TZVPD basis set) results for the molecule C4H7BS2 in a non-equilibrium geometry.

Geometry as XYZ:
```
14
Properties=species:S:1:pos:R:3:forces:R:3
H -2.18715 1.28533 -0.42625 0.092 0.110 -0.078
C 2.77751 -0.23124 -0.38653 1.062 -0.365 -0.399
S 1.13361 2.02806 0.16275 0.187 0.054 0.069
C -2.04443 -0.67258 0.46129 0.253 0.068 -0.005
S 4.13530 -1.15653 0.05559 -2.760 1.353 -0.150
B -0.05968 0.84797 -0.17799 1.854 -1.360 -0.137
H 2.89745 0.24087 -1.36121 -0.099 0.030 -0.085
H -1.88387 -0.39130 1.50081 -0.064 -0.086 0.080
C -1.52235 0.42139 -0.48489 0.006 -0.005 0.101
H -3.10761 -0.82918 0.30731 -0.113 -0.020 0.006
C 1.50856 0.17702 0.27176 -0.604 0.108 0.566
H 1.48159 -0.14428 1.31151 -0.024 0.042 0.002
H -1.53137 -1.61263 0.27272 0.049 -0.073 0.093
H -1.59755 0.03711 -1.50688 0.161 0.143 -0.065
```
Positions in Å, forces in eV/Å.

Computed properties:
LUMO level   -0.5 eV
Total charge   0
Kohn-Sham gap   8.03 eV
2S+1   1
Relative energy (zero: lowest compared OMol25 entry of this formula, charge and spin)   1.885 eV

These are the natural (NBO) partial charges, in e, on atoms 1 to 6: H 0.240; C -0.224; S 0.124; C -0.581; S -0.031; B 0.558

=====

Record 8
DFT (ωB97M-V with the def2-TZVPD basis set) results for a structure of composition C4H7BaO in a non-equilibrium geometry.

Geometry as XYZ:
```
13
Properties=species:S:1:pos:R:3:forces:R:3
C -1.43572 0.12944 0.72719 2.482 7.475 0.621
C 0.31770 0.22898 -1.23660 -0.095 0.105 0.417
H -1.30126 1.35030 0.78817 -2.931 -2.057 1.162
C 0.10392 0.42262 0.22573 -2.360 -5.940 -1.103
H -1.41057 -0.30133 1.74098 -0.315 -0.004 -0.867
H 1.03472 -1.60520 -0.18839 0.102 -0.004 -0.412
H -0.66412 -1.71553 -0.82825 -0.243 0.444 1.025
H -2.19683 -0.08231 -0.03651 0.705 -0.272 0.520
O 1.07382 0.80007 1.07224 2.273 0.081 0.653
Ba 3.52972 0.88948 1.66255 -2.884 -0.114 -0.677
H -0.50193 0.51743 -1.89974 0.454 -0.023 -0.018
H 1.33304 0.42559 -1.59013 -0.386 0.140 -0.059
C 0.11751 -1.05956 -0.43726 3.198 0.167 -1.262
```
Positions in Å, forces in eV/Å.

Computed properties:
LUMO level   -5.3 eV
Total charge   +1
Kohn-Sham gap   4.12 eV
2S+1   1
Relative energy (zero: lowest compared OMol25 entry of this formula, charge and spin)   2.910 eV

These are the Löwdin partial charges, in e, on atoms 1 to 6: C -0.029; C -0.114; H 0.115; C -0.659; H 0.075; H 0.069

=====

Record 9
DFT (ωB97M-V with the def2-TZVPD basis set) results for a cluster of 2 separate species, C4H7Br in total in a non-equilibrium geometry.

Geometry as XYZ:
```
12
Properties=species:S:1:pos:R:3:forces:R:3
H 0.94763 -0.08470 2.14722 -1.060 -0.039 -1.511
C 0.26094 0.17412 1.26768 -1.778 1.615 0.117
H 0.45224 1.60432 -1.47096 -0.764 0.429 0.794
H -0.79547 0.43897 1.57538 0.804 -0.875 0.459
C -0.60907 1.46925 -1.21968 -0.628 -1.453 0.591
C 0.16203 -0.65475 0.01089 1.404 0.375 1.299
Br -1.56094 0.93057 -2.75772 -0.026 0.254 0.260
H 0.44484 1.20700 0.91658 0.980 -0.420 0.397
C 0.58887 -1.90826 -0.05166 -0.310 -0.726 -1.587
H 0.93104 -2.46303 -1.01224 -1.027 0.895 1.824
H 0.45277 -2.45924 0.91528 0.728 0.216 -0.898
H -1.27486 1.74573 -0.32076 1.678 -0.271 -1.745
```
Positions in Å, forces in eV/Å.

Computed properties:
LUMO level (alpha / beta)   0.0 / -0.1 eV
Total charge   0
Kohn-Sham gap (alpha / beta)   8.51 / 8.15 eV
2S+1   1
Relative energy (zero: lowest compared OMol25 entry of this formula, charge and spin)   5.293 eV

These are the natural (NBO) partial charges, in e, on atoms 1 to 6: H 0.231; C -0.739; H 0.224; H 0.221; C -0.507; C 0.140

=====

Record 10
DFT (ωB97M-V with the def2-TZVPD basis set) results for a cluster of 2 separate species, C4H7Br in total in a non-equilibrium geometry.

Geometry as XYZ:
```
12
Properties=species:S:1:pos:R:3:forces:R:3
Br 2.93606 0.41783 -0.04006 1.357 0.536 0.124
H -0.13848 -1.46552 -1.27156 -2.025 0.736 -0.393
C 0.78807 -1.37215 -0.81341 0.817 -0.131 1.866
H 1.42070 -1.95525 -1.42939 1.374 -0.550 0.015
H -0.89822 1.57525 -0.84332 -0.301 0.660 0.647
H -0.33617 -1.32337 1.19031 2.362 -0.321 -0.571
H -0.94338 1.79237 0.95860 -0.434 -0.184 1.440
H 0.28637 2.67099 -0.09895 0.333 0.647 0.379
C 1.27972 -0.27493 0.02388 -2.221 -0.566 -0.478
C 0.75699 -1.42429 0.78406 -0.699 0.235 0.011
H 1.52623 -1.98332 1.37336 -1.076 0.224 -0.564
C -0.66360 2.20501 0.04193 0.513 -1.286 -2.476
```
Positions in Å, forces in eV/Å.

Computed properties:
LUMO level (alpha / beta)   0.2 / -0.1 eV
Total charge   0
Kohn-Sham gap (alpha / beta)   8.23 / 8.86 eV
2S+1   1
Relative energy (zero: lowest compared OMol25 entry of this formula, charge and spin)   5.317 eV

These are the natural (NBO) partial charges, in e, on atoms 1 to 6: Br 0.131; H 0.224; C -0.466; H 0.217; H 0.159; H 0.238

=====

Record 11
DFT (ωB97M-V with the def2-TZVPD basis set) results for the ion C4H7Br2N4 with charge +1 in a non-equilibrium geometry.

Geometry as XYZ:
```
17
Properties=species:S:1:pos:R:3:forces:R:3
H -1.40991 -1.33045 -1.76527 -0.746 1.218 -1.732
H -2.84461 -0.04373 0.60210 0.012 -0.211 -0.568
H 0.14466 1.54653 2.10605 -0.802 0.346 2.088
N 1.37243 1.55983 0.66873 2.255 0.667 -0.981
N -1.09228 -1.34677 -0.82913 -0.413 -2.685 0.551
Br 1.67042 -2.20544 0.32243 -0.146 0.500 -0.490
N -2.13638 0.64385 0.77448 -1.032 0.913 1.513
Br 3.76401 0.58284 -0.37997 -0.011 0.307 0.046
H -1.94605 -1.63689 -0.28037 1.044 0.924 0.138
C 0.05121 1.69523 1.08013 -2.368 1.476 -3.047
H -0.54090 -2.25131 -0.91008 0.241 0.982 1.067
H 1.53482 -0.53946 -1.59336 -0.147 -0.726 -2.168
C -0.93510 0.66714 0.51311 0.999 -0.821 -0.558
C 1.91109 0.67882 -0.01283 -0.637 -0.883 0.439
N -0.32428 -0.24502 -0.40644 2.495 -1.154 -1.174
H -0.41394 2.75727 0.72380 1.315 -2.324 1.394
C 1.19480 -0.53245 -0.61338 -2.059 1.473 3.482
```
Positions in Å, forces in eV/Å.

Computed properties:
LUMO level   -4.0 eV
Total charge   +1
Kohn-Sham gap   9.48 eV
2S+1   1
Relative energy (zero: lowest compared OMol25 entry of this formula, charge and spin)   1.113 eV

These are the natural (NBO) partial charges, in e, on atoms 1 to 6: H 0.426; H 0.368; H 0.264; N -0.371; N -0.519; Br 0.075

=====

Record 12
DFT (ωB97M-V with the def2-TZVPD basis set) results for the molecule C4H7Br2NO in a non-equilibrium geometry.

Geometry as XYZ:
```
15
Properties=species:S:1:pos:R:3:forces:R:3
C 0.30143 0.02471 -1.46346 6.174 0.043 2.452
O 0.42318 1.18324 -0.59169 -1.711 -1.958 1.259
Br -1.63606 -2.11781 -0.11796 0.191 0.134 0.464
H -1.38539 0.82561 0.48993 0.785 0.552 0.053
H 1.12846 -0.52103 1.68609 -0.460 0.846 1.411
C 0.06903 -0.45844 1.42496 -1.287 2.419 -0.405
H 1.12060 0.28550 -2.17274 -0.862 -0.677 -0.042
H -0.78381 -0.55942 2.19244 1.927 -0.211 -0.727
H -0.59877 -0.15194 -1.93036 -2.245 -0.273 -0.630
N 0.10395 -1.55970 0.53932 -2.758 -2.990 0.089
C 0.85767 -1.35771 -0.59859 0.192 2.622 -3.143
Br 2.66070 -1.27360 0.08688 1.198 0.483 -0.443
H -0.00350 1.83170 1.37571 -0.854 -2.021 -1.470
C -0.28282 0.90908 0.67950 0.614 1.127 0.856
H 0.99354 -2.19013 -1.28949 -0.904 -0.094 0.277
```
Positions in Å, forces in eV/Å.

Computed properties:
LUMO level   -0.1 eV
Total charge   0
Kohn-Sham gap   8.75 eV
2S+1   1
Relative energy (zero: lowest compared OMol25 entry of this formula, charge and spin)   2.893 eV

These are the natural (NBO) partial charges, in e, on atoms 1 to 6: C -0.096; O -0.533; Br 0.112; H 0.177; H 0.243; C -0.292